(1)
ORCA calculation (wB97M-V/def2-TZVPD) on C26H74N9O13P3S3V as an isolated structure in a non-equilibrium geometry.

Each line ends with the Mulliken spin population.
Element x y z (Å)
O1 -19.140 8.719 -11.653  -0.21
V1 -19.074 7.826 -10.398  1.21
O2 -15.843 9.188 -8.152  -0.01
C1 -16.863 9.062 -9.015  -0.01
O3 -17.944 9.542 -8.738  0.04
O4 -16.702 8.337 -10.059  -0.02
H1 -16.187 9.782 -7.482  0.00
O5 -20.303 9.055 -6.918  0.00
C2 -21.121 8.598 -7.905  0.00
O6 -22.234 8.212 -7.726  0.00
O7 -20.592 8.559 -9.009  -0.01
H2 -19.645 9.306 -7.571  0.00
O8 -14.697 6.502 -2.559  0.00
P1 -15.923 7.154 -2.052  0.00
N1 -16.243 8.586 -2.816  0.00
C3 -15.948 8.831 -4.230  0.00
C4 -16.766 9.730 -2.125  0.00
N2 -15.688 7.429 -0.355  0.00
C5 -14.390 7.892 0.192  0.00
C6 -16.797 7.795 0.536  0.00
N3 -17.279 6.084 -2.209  0.00
C7 -18.658 6.575 -2.287  0.00
C8 -17.113 4.658 -2.133  0.00
H3 -15.496 7.976 -4.733  0.00
H4 -15.188 9.610 -4.286  0.00
H5 -16.845 9.111 -4.783  0.00
H6 -17.733 9.413 -1.734  0.00
H7 -17.120 10.424 -2.887  0.00
H8 -16.216 10.108 -1.262  0.00
H9 -14.317 7.935 1.279  0.00
H10 -13.569 7.308 -0.224  0.00
H11 -14.363 8.929 -0.144  0.00
H12 -17.795 7.572 0.159  0.00
H13 -16.696 7.320 1.512  0.00
H14 -16.804 8.833 0.868  0.00
H15 -19.062 6.508 -3.298  0.00
H16 -19.302 5.906 -1.716  0.00
H17 -18.752 7.615 -1.975  0.00
H18 -16.149 4.352 -1.727  0.00
H19 -17.129 4.235 -3.138  0.00
H20 -17.893 4.179 -1.541  0.00
O9 -22.672 15.046 -7.164  0.00
P2 -21.817 14.047 -7.868  0.00
N4 -22.595 12.742 -8.633  0.00
C9 -23.625 12.076 -7.844  0.00
C10 -22.884 12.632 -10.104  0.00
N5 -20.698 13.230 -6.830  0.00
C11 -20.224 13.970 -5.675  0.00
C12 -19.895 11.946 -7.097  0.00
N6 -20.801 14.678 -9.140  0.00
C13 -19.633 13.931 -9.641  0.00
C14 -20.738 16.102 -9.408  0.00
H21 -23.859 11.086 -8.234  0.00
H22 -24.581 12.596 -7.789  0.00
H23 -23.250 11.991 -6.824  0.00
H24 -23.125 11.615 -10.413  0.00
H25 -22.021 13.152 -10.518  0.00
H26 -23.702 13.298 -10.379  0.00
H27 -20.129 15.011 -5.984  0.00
H28 -20.953 13.882 -4.869  0.00
H29 -19.264 13.584 -5.330  0.00
H30 -19.046 12.113 -7.760  0.00
H31 -19.481 11.395 -6.252  0.00
H32 -20.481 11.130 -7.520  0.00
H33 -19.921 12.903 -9.859  0.00
H34 -19.271 14.354 -10.578  0.00
H35 -18.855 14.024 -8.884  0.00
H36 -20.258 16.281 -10.371  0.00
H37 -20.044 16.543 -8.693  0.00
H38 -21.763 16.473 -9.422  0.00
O10 -10.399 6.561 -6.115  0.00
P3 -10.750 7.781 -5.344  0.00
N7 -11.630 9.069 -6.060  0.00
C15 -10.998 9.954 -7.010  0.00
C16 -13.119 9.089 -6.135  0.00
N8 -9.299 8.641 -4.868  0.00
C17 -9.234 9.743 -3.853  0.00
C18 -8.123 8.551 -5.715  0.00
N9 -11.516 7.539 -3.812  0.00
C19 -12.236 8.655 -3.114  0.00
C20 -11.085 6.487 -2.937  0.00
H39 -10.153 10.535 -6.640  0.00
H40 -11.671 10.728 -7.378  0.00
H41 -10.773 9.319 -7.867  0.00
H42 -13.464 8.075 -5.936  0.00
H43 -13.513 9.378 -7.109  0.00
H44 -13.649 9.778 -5.477  0.00
H45 -9.384 9.237 -2.900  0.00
H46 -8.284 10.277 -3.878  0.00
H47 -10.080 10.402 -4.050  0.00
H48 -7.287 9.067 -5.242  0.00
H49 -7.817 7.553 -6.027  0.00
H50 -8.247 9.182 -6.595  0.00
H51 -11.878 9.613 -3.492  0.00
H52 -13.278 8.621 -3.431  0.00
H53 -12.066 8.606 -2.039  0.00
H54 -10.696 5.651 -3.520  0.00
H55 -11.953 6.134 -2.381  0.00
H56 -10.230 6.804 -2.340  0.00
C21 -13.947 11.279 -10.833  0.00
S1 -14.557 12.955 -10.247  0.00
O11 -14.112 13.946 -11.299  0.00
C22 -16.309 12.749 -10.617  0.00
H57 -14.359 10.419 -10.306  0.00
H58 -12.864 11.371 -10.747  0.00
H59 -14.163 11.197 -11.898  0.00
H60 -16.874 11.977 -10.096  0.00
H61 -16.494 12.573 -11.677  0.00
H62 -16.796 13.712 -10.460  0.00
C23 -15.589 5.290 -10.785  0.00
S2 -17.118 5.072 -11.754  0.00
O12 -17.884 6.332 -11.453  0.01
C24 -16.510 5.271 -13.504  0.00
H63 -15.247 6.303 -10.993  0.00
H64 -14.800 4.574 -11.018  0.00
H65 -15.795 5.198 -9.718  0.00
H66 -15.911 6.181 -13.457  0.00
H67 -17.407 5.544 -14.060  0.00
H68 -15.898 4.451 -13.880  0.00
C25 -14.617 13.610 -6.713  0.00
S3 -16.178 12.682 -6.377  0.00
O13 -15.980 11.241 -6.721  -0.01
C26 -15.972 12.619 -4.566  0.00
H69 -14.396 13.811 -7.761  0.00
H70 -13.838 13.010 -6.243  0.00
H71 -14.654 14.548 -6.159  0.00
H72 -14.986 12.164 -4.474  0.00
H73 -16.767 11.977 -4.185  0.00
H74 -15.981 13.599 -4.089  0.00

Computed properties:
expectation value of S²: 0.776
LUMO energy (alpha / beta): -2.022 / -1.631 eV
highest occupied orbital energy (alpha / beta): -8.0 / -8.0 eV
orbital gap (alpha / beta): 0.221 / 0.235 hartree
net charge: 0
spin multiplicity: 2
energy above the lowest of the compared OMol25 structures with the same formula, charge and spin: 458.93 kJ/mol

(2)
ORCA calculation (wB97M-V/def2-TZVPD) on C28H27N4O2Pd as an isolated structure.

Each line ends with the natural charge from an NBO analysis.
Element x y z (Å)
Pd1 0.020 -1.920 0.299  0.71
C1 4.438 -0.747 -2.883  -0.18
C2 3.067 -0.903 -3.027  -0.20
C3 2.299 -1.281 -1.938  -0.24
C4 2.899 -1.512 -0.710  0.15
C5 4.276 -1.368 -0.562  -0.21
C6 5.037 -0.980 -1.649  -0.20
N1 2.061 -1.926 0.369  -0.20
N2 2.619 -2.339 1.401  -0.09
C7 1.706 -2.790 2.347  0.06
C8 2.163 -3.259 3.572  -0.16
C9 1.247 -3.700 4.511  -0.23
C10 -0.109 -3.659 4.221  -0.15
C11 -0.572 -3.189 2.988  -0.27
C12 0.334 -2.768 2.041  -0.10
H1 5.042 -0.451 -3.730  0.23
H2 2.597 -0.734 -3.987  0.23
H3 1.227 -1.406 -2.048  0.21
H4 4.730 -1.560 0.399  0.24
H5 6.107 -0.864 -1.537  0.23
H6 3.228 -3.265 3.766  0.24
H7 1.586 -4.070 5.469  0.23
H8 -0.827 -3.992 4.958  0.23
H9 -1.637 -3.157 2.805  0.22
N3 -6.906 -3.555 -0.081  -0.80
C13 -6.301 -2.352 0.032  0.64
O1 -6.905 -1.303 0.076  -0.57
C14 -4.787 -2.347 0.124  -0.06
C15 -3.992 -3.476 0.267  -0.22
C16 -2.622 -3.329 0.354  0.05
N4 -2.030 -2.131 0.300  -0.47
C17 -2.791 -1.035 0.162  0.05
C18 -4.166 -1.108 0.076  -0.19
H10 -7.910 -3.566 -0.151  0.42
H11 -6.411 -4.419 -0.185  0.40
H12 -4.402 -4.474 0.330  0.23
H13 -1.970 -4.183 0.477  0.23
H14 -2.261 -0.093 0.127  0.24
H15 -4.769 -0.217 -0.024  0.27
C19 0.685 7.074 -0.658  -0.64
C20 0.658 5.573 -0.721  0.08
C21 -0.249 4.839 0.032  -0.24
C22 -0.304 3.455 -0.028  0.10
C23 -1.321 2.740 0.819  -0.63
C24 0.599 2.782 -0.875  -0.24
C25 0.631 1.333 -0.992  0.45
O2 -0.152 0.539 -0.478  -0.65
C26 1.539 3.512 -1.640  0.09
C27 2.541 2.845 -2.557  -0.65
C28 1.545 4.890 -1.551  -0.24
H16 0.064 7.451 0.152  0.22
H17 0.315 7.497 -1.594  0.24
H18 1.702 7.438 -0.517  0.23
H19 -0.935 5.363 0.688  0.22
H20 -1.808 3.445 1.490  0.22
H21 -0.869 1.943 1.407  0.23
H22 -2.088 2.280 0.192  0.22
H23 1.456 0.934 -1.592  0.14
H24 2.053 2.246 -3.327  0.22
H25 3.224 2.192 -2.010  0.23
H26 3.140 3.601 -3.059  0.23
H27 2.260 5.456 -2.138  0.22

Computed properties:
LUMO energy: -3.773 eV
highest occupied orbital energy: -11.5 eV
orbital gap: 0.284 hartree
net charge: +1
energy above the lowest of the compared OMol25 structures with the same formula, charge and spin: 31.20 kJ/mol

(3)
ORCA calculation (wB97M-V/def2-TZVPD) on a 4-piece molecular cluster, C29H61N5OSSi overall in a non-equilibrium geometry.

Each line ends with the Löwdin charge.
Element x y z (Å)
C1 2.079 5.006 2.307  -0.19
Si1 0.716 5.782 1.175  0.45
C2 1.474 7.101 -0.003  -0.19
C3 -0.026 4.348 0.146  -0.18
O1 -0.403 6.581 2.237  -0.27
C4 -1.726 6.720 1.658  -0.26
C5 -2.684 5.660 2.412  -0.14
C6 -4.233 5.789 2.041  -0.11
C7 -5.194 6.916 2.479  -0.02
C8 -6.745 6.941 2.096  -0.04
C9 -7.290 5.749 1.232  -0.01
C10 -6.364 4.578 0.720  -0.28
N1 -6.717 3.428 -0.087  -0.27
S1 -5.236 2.573 -0.274  0.90
N2 -4.085 3.500 0.622  -0.26
C11 -4.847 4.637 1.146  -0.22
H1 2.468 5.743 3.102  0.04
H2 2.953 4.694 1.614  0.03
H3 1.711 4.051 2.823  0.04
H4 0.592 7.581 -0.562  0.04
H5 1.963 7.898 0.676  0.05
H6 2.252 6.620 -0.700  0.04
H7 0.761 3.494 0.151  0.04
H8 -0.109 4.674 -0.962  0.05
H9 -0.990 3.892 0.559  0.02
H10 -1.754 6.634 0.510  0.12
H11 -2.086 7.796 1.896  0.13
H12 -2.535 5.789 3.548  0.13
H13 -2.346 4.612 2.105  0.09
H14 -4.776 7.780 3.121  0.10
H15 -7.435 7.770 2.462  0.09
H16 -8.408 5.775 1.002  0.09
C12 2.688 0.435 -0.356  -0.10
C13 3.633 1.461 -0.971  -0.27
N3 4.547 2.070 -0.010  -0.19
C14 5.246 3.240 -0.540  -0.26
C15 6.210 3.023 -1.704  -0.09
C16 5.371 1.152 0.770  -0.25
C17 6.287 0.196 0.006  -0.09
H17 2.124 0.867 0.475  0.07
H18 1.970 0.095 -1.108  0.08
H19 3.221 -0.448 0.005  0.06
H20 3.008 2.246 -1.411  0.11
H21 4.173 0.990 -1.801  0.10
H22 5.783 3.739 0.275  0.11
H23 4.489 3.967 -0.859  0.10
H24 7.139 2.555 -1.378  0.06
H25 6.479 3.991 -2.140  0.07
H26 5.773 2.418 -2.502  0.07
H27 4.709 0.552 1.403  0.10
H28 5.975 1.723 1.484  0.12
H29 5.788 -0.276 -0.843  0.07
H30 6.618 -0.605 0.675  0.07
H31 7.186 0.698 -0.353  0.05
C18 -3.347 -0.605 0.693  -0.11
C19 -2.869 -2.029 0.947  -0.27
N4 -1.432 -2.201 0.767  -0.19
C20 -1.014 -3.602 0.731  -0.25
C21 -1.212 -4.432 1.998  -0.09
C22 -0.576 -1.314 1.550  -0.25
C23 -0.725 -1.346 3.071  -0.08
H32 -3.046 -0.261 -0.301  0.08
H33 -4.439 -0.563 0.746  0.06
H34 -2.960 0.095 1.437  0.06
H35 -3.395 -2.676 0.236  0.12
H36 -3.194 -2.339 1.948  0.10
H37 0.039 -3.658 0.433  0.11
H38 -1.560 -4.094 -0.083  0.10
H39 -0.477 -4.183 2.764  0.06
H40 -1.076 -5.493 1.763  0.07
H41 -2.213 -4.319 2.420  0.07
H42 -0.750 -0.286 1.215  0.10
H43 0.474 -1.502 1.297  0.11
H44 -1.769 -1.344 3.391  0.07
H45 -0.252 -0.458 3.502  0.07
H46 -0.228 -2.212 3.508  0.05
C24 1.933 -7.101 -4.252  -0.09
C25 0.769 -7.996 -3.839  -0.27
N5 0.390 -7.858 -2.437  -0.19
C26 -0.523 -8.905 -1.980  -0.25
C27 -1.911 -8.962 -2.614  -0.09
C28 0.065 -6.509 -1.984  -0.25
C29 -1.063 -5.771 -2.705  -0.09
H47 2.803 -7.266 -3.611  0.08
H48 2.227 -7.328 -5.281  0.07
H49 1.667 -6.042 -4.217  0.06
H50 1.082 -9.030 -4.020  0.12
H51 -0.077 -7.804 -4.509  0.10
H52 -0.635 -8.837 -0.892  0.11
H53 -0.035 -9.873 -2.149  0.11
H54 -2.559 -8.168 -2.242  0.05
H55 -2.392 -9.911 -2.354  0.07
H56 -1.875 -8.905 -3.705  0.07
H57 0.970 -5.896 -2.058  0.10
H58 -0.156 -6.527 -0.912  0.11
H59 -1.002 -5.866 -3.791  0.07
H60 -1.009 -4.704 -2.470  0.07
H61 -2.044 -6.117 -2.378  0.06

Computed properties:
LUMO energy: -1.237 eV
highest occupied orbital energy: -8.1 eV
orbital gap: 0.252 hartree
net charge: 0
SMILES: C[Si](C)(C)OCCc1cccc2nsnc12.CCN(CC)CC.CCN(CC)CC.CCN(CC)CC

(4)
ORCA calculation (wB97M-V/def2-TZVPD) on one molecule with the formula C5H9NO3 in a non-equilibrium geometry.

Each line ends with the natural charge from an NBO analysis.
Element x y z (Å)
C1 0.639 0.239 1.823  -0.63
C2 -0.192 0.275 0.454  0.29
C3 -0.415 1.623 -0.101  -0.67
O1 -1.362 -0.511 0.646  -0.53
C4 -0.994 -1.468 -0.346  -0.08
C5 0.377 -0.848 -0.497  -0.18
N1 0.761 -0.386 -1.828  0.53
O2 1.945 -0.320 -2.048  -0.35
O3 -0.147 -0.142 -2.621  -0.39
H1 0.359 1.238 2.405  0.21
H2 1.747 0.278 1.641  0.22
H3 0.291 -0.633 2.413  0.23
H4 -1.371 1.971 0.189  0.24
H5 -0.450 1.762 -1.170  0.24
H6 0.345 2.223 0.401  0.22
H7 -1.556 -1.237 -1.315  0.21
H8 -1.163 -2.552 0.025  0.20
H9 1.187 -1.513 -0.072  0.24

Computed properties:
LUMO energy: 0.096 eV
highest occupied orbital energy: -10.1 eV
orbital gap: 0.374 hartree
net charge: 0
energy above the lowest of the compared OMol25 structures with the same formula, charge and spin: 538.95 kJ/mol
SMILES: CC1(C)OC[C@H]1[N+](=O)[O-]